# 1
Formula: H10N2Si4
Source: OMol25
Level of theory: ωB97M-V with the def2-TZVPD basis set

Last column: natural (NBO) charge in e.
Atoms and positions in Å:
N  0.148  0.709  -0.227  -1.711
N  -1.168  -1.746  -0.297  -1.592
Si  -0.366  1.656  1.239  1.066
Si  -1.004  -0.270  -1.125  1.554
Si  1.756  0.930  -0.795  1.148
Si  -0.638  -2.890  0.708  1.469
H  0.666  2.727  1.052  -0.170
H  -1.780  2.117  1.278  -0.169
H  -2.277  0.409  -1.218  -0.202
H  -0.392  -0.610  -2.442  -0.197
H  2.025  2.275  -0.492  -0.199
H  1.659  0.947  -2.199  -0.197
H  2.781  -0.021  -0.335  -0.191
H  -0.400  1.034  2.664  -0.180
H  -1.352  -4.103  0.474  -0.224
H  0.342  -3.166  1.716  -0.204

The largest force on an atom is 3.1 eV/A. Its energy is -1273.4561 a.u. As for the energy above the lowest of the compared OMol25 structures with the same formula, charge and spin: 130.4 kJ/mol. Its HOMO energy is -9.19 eV.

***

# 2
Formula: C24H16InN7O4
Source: OMol25
Level of theory: ωB97M-V with the def2-TZVPD basis set

Last column: natural (NBO) charge in e.
Atoms and positions in Å:
In  1.206  -0.067  0.339  1.969
O  -1.085  4.811  -0.751  -0.677
C  -2.036  4.185  -0.045  0.359
C  -3.302  4.772  -0.005  -0.281
C  -4.325  4.192  0.714  -0.161
C  -4.115  3.009  1.418  -0.268
C  -2.875  2.412  1.372  -0.154
C  -1.820  2.975  0.642  -0.183
C  -0.542  2.244  0.601  0.581
O  -0.473  1.083  1.165  -0.793
N  0.464  2.821  -0.035  -0.471
N  1.580  2.052  -0.056  -0.428
C  2.732  2.533  -0.362  0.157
C  3.958  1.793  -0.261  -0.182
C  5.101  2.353  -0.861  -0.151
C  6.332  1.755  -0.759  -0.268
C  6.454  0.579  -0.014  -0.150
C  5.362  0.018  0.606  -0.277
C  4.083  0.602  0.516  0.373
O  3.109  0.077  1.235  -0.835
H  -0.261  4.276  -0.674  0.507
H  -3.451  5.691  -0.555  0.226
H  -5.297  4.669  0.741  0.215
H  -4.912  2.558  1.994  0.216
H  -2.677  1.488  1.898  0.226
H  2.784  3.591  -0.623  0.198
H  4.991  3.271  -1.426  0.209
H  7.197  2.194  -1.238  0.219
H  7.425  0.112  0.091  0.218
H  5.456  -0.878  1.204  0.231
N  2.031  -1.661  -0.965  -0.624
C  1.931  -2.767  -0.573  0.487
C  1.784  -4.062  -0.186  -0.556
C  0.666  -4.782  -0.676  0.307
N  -0.276  -5.326  -1.058  -0.355
C  2.673  -4.609  0.774  0.289
N  3.380  -5.036  1.577  -0.317
N  -4.812  -4.236  -1.407  -0.801
C  -4.376  -3.777  -0.211  0.646
O  -4.973  -3.970  0.827  -0.582
C  -3.096  -2.977  -0.221  -0.062
C  -2.511  -2.431  -1.356  -0.205
C  -1.353  -1.688  -1.221  0.055
N  -0.780  -1.467  -0.042  -0.508
C  -1.345  -1.976  1.057  0.064
C  -2.496  -2.735  1.008  -0.186
H  -5.643  -4.800  -1.419  0.414
H  -4.278  -4.166  -2.253  0.397
H  -2.935  -2.549  -2.343  0.225
H  -0.860  -1.263  -2.087  0.213
H  -0.853  -1.756  1.996  0.208
H  -2.941  -3.136  1.907  0.262

The largest force on an atom is 1.1 eV/A. Its energy is -1798.5772 a.u. Its HOMO energy is -8.35 eV.

***

Per-record HOMO-LUMO gap, eV: 8.79; 7.35
Per-record molecular weight, g/mol: 150.44; 581.26